[1]
Computed, not measured: a cluster of 13 separate species, C15H56N6O13 in total in a non-equilibrium geometry, with ωB97M-V with the def2-TZVPD basis set.

Structure (XYZ):
```
90
C15H56N6O13, DFT ωB97M-V with the def2-TZVPD basis set
C 22.570 14.753 -0.930
C 23.050 14.965 0.473
O 22.868 16.295 0.825
H 22.748 15.473 -1.721
H 21.499 14.542 -0.860
H 22.957 13.839 -1.282
H 24.051 14.664 0.620
H 22.415 14.443 1.168
H 23.119 16.400 1.689
C 27.745 17.880 1.839
C 26.631 18.049 2.746
O 25.521 17.777 1.916
H 28.700 18.124 2.453
H 27.604 18.525 0.949
H 27.808 16.839 1.480
H 26.711 19.111 3.144
H 26.692 17.309 3.573
H 24.737 18.144 2.285
C 21.898 19.256 2.687
O 23.139 18.862 2.239
N 21.029 18.382 3.073
N 21.439 20.510 2.709
H 21.330 17.401 2.834
H 19.969 18.542 3.153
H 22.104 21.294 2.634
H 20.530 20.763 3.140
C 29.722 13.391 0.841
O 29.504 14.621 1.447
N 29.593 12.232 1.383
N 29.779 13.324 -0.470
H 29.546 12.118 2.393
H 29.788 11.392 0.803
H 29.809 14.157 -1.009
H 29.998 12.411 -0.897
C 26.227 13.917 5.817
O 26.645 12.774 5.197
N 25.796 14.998 5.214
N 26.188 14.012 7.099
H 25.955 14.910 4.195
H 25.452 15.889 5.642
H 26.624 13.224 7.553
H 25.884 14.777 7.684
C 24.931 21.563 1.121
O 23.843 22.110 1.878
H 24.408 20.976 0.347
H 25.606 21.080 1.777
H 25.521 22.416 0.770
H 23.078 22.348 1.309
C 23.076 15.893 4.012
O 21.806 15.823 3.369
H 23.703 16.671 3.552
H 23.512 14.843 3.992
H 23.117 16.144 5.091
H 21.425 14.905 3.596
C 29.094 16.372 -1.417
O 29.333 15.265 -2.260
H 28.216 16.100 -0.829
H 28.919 17.275 -1.912
H 29.998 16.499 -0.827
H 28.501 14.945 -2.610
C 26.498 14.241 1.777
O 25.711 15.091 2.584
H 27.295 13.832 2.379
H 27.021 14.789 0.959
H 25.789 13.555 1.365
H 25.700 15.938 2.142
C 26.329 17.852 6.582
O 25.013 17.453 6.161
H 26.265 18.461 7.428
H 26.843 18.237 5.720
H 26.898 16.955 6.822
H 24.385 18.145 6.068
C 24.559 20.584 5.035
O 23.874 21.692 4.583
H 25.669 20.745 4.862
H 24.496 19.665 4.490
H 24.506 20.429 6.070
H 24.186 21.924 3.733
C 29.223 15.646 5.002
O 28.862 15.772 6.328
H 28.499 15.054 4.388
H 30.239 15.296 5.009
H 29.204 16.676 4.557
H 28.140 15.153 6.572
C 25.664 16.603 -1.314
O 25.617 17.837 -0.707
H 25.982 15.858 -0.595
H 26.498 16.819 -1.995
H 24.871 16.322 -1.912
H 25.633 17.724 0.213
```

Results
HOMO level (Ha): -0.326
Multiplicity: 1
Charge: 0
Orbital gap (eV): 9.26

[2]
Computed, not measured: a cluster of 14 separate species, C15H58O20 in total in a non-equilibrium geometry, with ωB97M-V with the def2-TZVPD basis set.

Structure (XYZ):
```
93
C15H58O20, DFT ωB97M-V with the def2-TZVPD basis set
O 3.383 6.815 3.678
H 2.885 7.632 3.667
H 4.109 6.967 3.073
O 3.228 1.687 -5.862
H 3.200 1.646 -6.818
H 2.318 1.826 -5.600
O 4.791 -1.490 -0.986
H 4.831 -2.401 -1.276
H 4.451 -1.537 -0.093
O -1.505 3.304 5.340
H -1.817 2.459 5.016
H -1.200 3.763 4.557
O -6.168 2.436 1.565
H -6.417 2.543 0.647
H -6.633 3.136 2.023
O -3.960 0.547 -3.681
H -3.880 -0.361 -3.391
H -4.417 0.492 -4.520
O 6.130 2.038 -3.084
H 5.908 1.217 -2.646
H 5.431 2.164 -3.726
C 5.287 2.716 6.164
C 4.980 3.426 7.454
O 4.573 2.469 8.381
O 4.083 2.663 5.395
H 5.699 1.710 6.243
H 6.076 3.145 5.546
H 4.205 4.193 7.436
H 5.859 3.864 7.927
H 3.615 2.401 8.367
H 3.830 3.568 5.197
C -5.669 -4.602 -1.556
C -5.901 -6.161 -1.602
O -5.838 -6.795 -2.885
O -4.530 -4.159 -2.186
H -5.706 -4.244 -0.527
H -6.556 -4.141 -1.989
H -6.904 -6.346 -1.219
H -5.232 -6.686 -0.920
H -6.323 -7.622 -2.827
H -3.783 -4.619 -1.795
C 4.556 -2.572 4.027
C 4.542 -4.095 4.065
O 5.264 -4.703 2.986
O 3.766 -2.053 3.029
H 5.604 -2.305 3.890
H 4.299 -2.198 5.018
H 3.509 -4.424 3.951
H 4.981 -4.442 5.000
H 6.208 -4.533 2.959
H 3.507 -1.167 3.292
C -2.832 -2.918 5.494
C -3.864 -2.227 4.586
O -3.798 -0.773 4.812
O -3.106 -2.531 6.803
H -1.798 -2.650 5.276
H -2.910 -3.994 5.343
H -4.865 -2.555 4.869
H -3.633 -2.503 3.557
H -4.215 -0.311 4.081
H -2.962 -1.582 6.774
C -1.275 4.039 -6.299
C -2.341 4.112 -7.410
O -3.571 3.873 -6.795
O -1.156 2.754 -5.812
H -1.466 4.708 -5.460
H -0.301 4.379 -6.649
H -2.213 3.384 -8.211
H -2.363 5.114 -7.838
H -4.016 3.050 -7.007
H -1.916 2.484 -5.291
C -0.016 -2.715 -6.213
C 1.362 -3.410 -6.389
O 1.474 -4.430 -5.464
O -1.061 -3.707 -6.391
H -0.094 -1.982 -7.016
H -0.081 -2.121 -5.301
H 2.120 -2.629 -6.450
H 1.395 -3.935 -7.344
H 2.319 -4.369 -5.012
H -1.279 -3.993 -5.501
C 0.710 3.410 -0.222
C -0.704 2.841 -0.235
C -0.698 1.342 0.034
O -1.482 3.433 0.827
H 0.895 4.350 -0.742
H 1.347 2.776 -0.839
H 1.172 3.358 0.764
H -1.172 3.101 -1.185
H -1.658 0.828 -0.017
H -0.221 1.113 0.987
H -0.076 0.747 -0.635
H -2.323 2.970 0.817
```

Results
HOMO level (Ha): -0.363
Multiplicity: 1
Charge: 0
Orbital gap (eV): 9.77

[3]
Computed, not measured: a structure of composition C15H5F5N2O2RuS6, with ωB97M-V with the def2-TZVPD basis set.

Structure (XYZ):
```
36
C15H5F5N2O2RuS6, DFT ωB97M-V with the def2-TZVPD basis set
Ru 0.260 0.813 -0.679
O 2.235 0.776 0.028
N 2.365 0.475 1.258
N 1.293 0.125 1.825
O 0.141 0.028 1.151
C 1.280 -0.255 3.211
C 0.086 -0.689 3.758
C 0.064 -1.057 5.096
C 1.216 -0.989 5.863
C 2.403 -0.548 5.291
C 2.447 -0.176 3.960
H -0.801 -0.737 3.146
H -0.864 -1.398 5.535
H 1.192 -1.279 6.905
H 3.304 -0.490 5.887
H 3.363 0.170 3.507
S -4.747 5.856 -1.614
C -3.624 4.702 -1.400
S -3.931 3.005 -1.651
C -2.331 2.436 -1.255
C -1.420 3.395 -0.898
S 0.152 2.960 -0.445
S -1.987 5.044 -0.907
S -1.893 0.808 -1.260
F -1.017 -4.301 -4.800
C -0.532 -3.152 -4.345
C -0.397 -2.945 -2.984
F -0.743 -3.899 -2.123
C 0.097 -1.736 -2.541
F 0.236 -1.569 -1.201
C 0.470 -0.708 -3.388
S 1.158 0.794 -2.786
C 0.326 -0.950 -4.750
F 0.670 -0.013 -5.631
C -0.167 -2.150 -5.228
F -0.303 -2.346 -6.536
```

Results
HOMO level (alpha / beta) (Ha): -0.297 / -0.297
Multiplicity: 1
Charge: 0
Orbital gap (alpha / beta) (eV): 5.76 / 5.76

[4]
Computed, not measured: a cluster of 15 separate species, C15H60N30O15 in total in a non-equilibrium geometry, with ωB97M-V with the def2-TZVPD basis set.

Structure (XYZ):
```
120
C15H60N30O15, DFT ωB97M-V with the def2-TZVPD basis set
C -3.945 2.716 1.705
O -3.721 3.619 2.418
N -5.156 2.267 1.375
N -2.988 2.076 1.056
H -5.869 2.823 1.825
H -5.480 1.503 0.799
H -2.082 2.430 1.327
H -3.309 1.563 0.247
C -0.487 1.495 4.650
O -0.363 0.349 4.877
N -0.568 1.952 3.501
N -0.820 2.439 5.497
H -0.381 1.302 2.751
H -0.624 2.952 3.373
H -0.565 3.378 5.224
H -0.846 2.122 6.456
C -4.005 0.840 -1.944
O -3.010 0.350 -1.460
N -5.199 0.600 -1.424
N -3.986 1.484 -3.053
H -5.242 -0.047 -0.650
H -5.924 1.087 -1.933
H -4.278 0.901 -3.824
H -3.095 1.888 -3.307
C 1.449 -2.576 -3.429
O 0.770 -1.860 -2.684
N 2.310 -3.461 -2.997
N 1.390 -2.763 -4.684
H 2.444 -3.469 -1.996
H 2.824 -4.093 -3.594
H 1.809 -3.611 -5.040
H 0.617 -2.277 -5.117
C -0.270 4.061 -0.420
O 0.963 4.052 -0.656
N -1.157 3.411 -1.154
N -0.661 4.509 0.732
H -0.785 3.013 -2.005
H -2.157 3.542 -1.103
H 0.035 4.858 1.375
H -1.666 4.537 0.828
C 5.906 -1.861 0.223
O 4.767 -1.431 0.237
N 6.173 -3.030 -0.271
N 7.054 -1.322 0.589
H 5.285 -3.439 -0.525
H 7.091 -3.450 -0.273
H 6.983 -0.401 0.998
H 7.860 -1.858 0.879
C -3.458 -1.769 1.789
O -4.322 -1.599 0.909
N -2.425 -0.983 1.930
N -3.569 -2.601 2.736
H -2.422 -0.201 1.291
H -1.597 -1.191 2.469
H -3.035 -2.578 3.594
H -4.395 -3.177 2.807
C -2.060 -1.115 -5.174
O -1.143 -1.069 -5.941
N -2.006 -1.347 -3.909
N -3.285 -1.181 -5.592
H -2.770 -1.481 -3.262
H -1.080 -1.654 -3.649
H -4.018 -1.167 -4.897
H -3.558 -1.087 -6.560
C 3.360 -0.826 4.017
O 3.814 -1.914 4.348
N 2.306 -0.369 4.608
N 3.606 -0.138 2.939
H 2.249 -0.504 5.607
H 1.558 0.233 4.294
H 3.082 0.681 2.667
H 4.230 -0.596 2.289
C -0.655 2.410 -3.971
O -1.805 2.724 -4.250
N -0.339 1.366 -3.239
N 0.427 3.086 -4.272
H 0.652 1.248 -3.081
H -0.969 0.914 -2.591
H 1.358 2.717 -4.141
H 0.290 3.774 -4.999
C 3.219 3.350 2.098
O 4.178 3.436 2.849
N 2.309 2.441 2.159
N 3.019 4.088 1.105
H 2.117 1.989 3.042
H 1.565 2.413 1.477
H 3.559 4.941 1.093
H 2.198 4.074 0.516
C 0.564 -0.446 0.499
O 0.399 0.016 1.590
N -0.213 -0.273 -0.538
N 1.654 -1.058 0.102
H -0.807 0.542 -0.482
H 0.001 -0.687 -1.433
H 1.695 -1.502 -0.804
H 2.447 -1.092 0.727
C 3.171 0.699 -1.943
O 2.372 1.108 -2.757
N 3.882 -0.343 -2.196
N 3.386 1.218 -0.793
H 3.488 -0.844 -2.980
H 4.495 -0.818 -1.549
H 4.038 0.847 -0.116
H 3.031 2.162 -0.737
C 0.648 -3.261 3.827
O 1.204 -4.361 3.889
N -0.124 -2.693 4.707
N 0.609 -2.688 2.676
H -0.295 -3.125 5.604
H -0.505 -1.793 4.452
H 0.330 -1.718 2.634
H 1.127 -3.135 1.933
C -2.899 -3.916 -1.123
O -2.747 -5.113 -0.945
N -1.917 -3.067 -0.899
N -3.983 -3.356 -1.599
H -2.059 -2.072 -1.000
H -1.312 -3.462 -0.193
H -4.126 -2.393 -1.332
H -4.833 -3.888 -1.721
```

Results
HOMO level (Ha): -0.315
Multiplicity: 1
Charge: 0
Orbital gap (eV): 8.55

[5]
Computed, not measured: a cluster of 15 separate species, C15H60N30O15 in total in a non-equilibrium geometry, with ωB97M-V with the def2-TZVPD basis set.

Structure (XYZ):
```
120
C15H60N30O15, DFT ωB97M-V with the def2-TZVPD basis set
C -2.092 -5.039 -0.621
O -3.139 -4.687 -0.137
N -1.330 -6.073 -0.345
N -1.486 -4.290 -1.541
H -0.476 -6.107 -0.884
H -1.738 -6.814 0.207
H -1.948 -3.468 -1.901
H -0.509 -4.524 -1.652
C 0.761 1.545 -4.785
O 0.071 1.571 -5.790
N 0.985 0.528 -4.079
N 1.385 2.590 -4.384
H 0.589 -0.395 -4.181
H 1.612 0.707 -3.308
H 1.984 2.562 -3.571
H 1.180 3.421 -4.921
C -0.226 -2.500 -4.040
O -0.868 -1.989 -3.135
N 1.047 -2.821 -3.974
N -0.859 -2.906 -5.111
H 1.502 -2.686 -3.082
H 1.523 -3.273 -4.741
H -0.197 -3.054 -5.859
H -1.834 -2.693 -5.267
C 1.283 3.707 2.991
O 0.809 4.756 2.895
N 2.553 3.397 2.668
N 0.537 2.672 3.309
H 3.045 2.580 3.001
H 2.951 4.085 2.045
H 1.057 1.807 3.351
H -0.463 2.800 3.361
C 2.889 -2.306 -1.616
O 2.272 -1.300 -1.960
N 2.173 -3.231 -1.069
N 4.211 -2.540 -1.838
H 2.416 -4.195 -0.892
H 1.216 -2.926 -0.959
H 4.585 -3.417 -1.505
H 4.745 -1.739 -2.143
C -3.022 -3.829 3.451
O -2.844 -3.959 4.618
N -2.857 -2.800 2.709
N -3.582 -4.770 2.745
H -2.819 -2.828 1.700
H -2.631 -1.896 3.098
H -3.473 -4.850 1.744
H -3.771 -5.674 3.154
C -3.167 2.674 2.754
O -2.244 3.479 2.990
N -4.319 2.967 2.268
N -3.181 1.470 3.165
H -4.405 3.835 1.758
H -4.875 2.151 2.057
H -3.995 0.890 3.020
H -2.448 1.153 3.782
C 3.034 3.651 -1.468
O 3.362 2.845 -2.254
N 2.053 3.565 -0.587
N 3.732 4.736 -1.331
H 1.835 4.364 -0.009
H 1.728 2.617 -0.457
H 3.735 5.380 -0.553
H 4.488 4.821 -1.996
C -3.609 -1.272 -0.463
O -2.786 -1.274 0.407
N -4.052 -2.268 -1.171
N -4.299 -0.212 -0.506
H -3.630 -3.162 -0.967
H -4.984 -2.193 -1.554
H -5.099 -0.277 -1.119
H -4.249 0.370 0.317
C 5.647 1.174 0.124
O 6.831 1.385 0.025
N 4.937 0.323 -0.477
N 4.941 1.865 0.904
H 5.317 -0.338 -1.139
H 3.983 0.195 -0.168
H 5.497 2.515 1.441
H 3.934 1.925 0.952
C 0.185 0.395 -0.043
O 1.159 1.077 -0.112
N -0.464 0.182 1.071
N -0.425 -0.110 -1.061
H -1.195 -0.495 0.903
H -0.384 0.605 1.984
H -1.146 -0.787 -0.857
H 0.087 -0.247 -1.921
C -1.297 3.927 -0.933
O -2.014 4.887 -1.201
N -0.766 3.114 -1.730
N -1.070 3.628 0.286
H -0.400 2.250 -1.356
H -0.857 3.234 -2.729
H -0.508 2.814 0.490
H -1.546 4.100 1.042
C -0.684 -0.115 5.864
O -1.220 0.094 4.812
N -1.148 0.194 7.081
N 0.388 -0.806 6.036
H -1.984 0.743 7.219
H -0.712 -0.036 7.963
H 0.842 -1.287 5.274
H 0.831 -0.562 6.910
C -2.840 1.453 -4.364
O -2.947 2.649 -4.376
N -2.546 0.686 -3.348
N -3.243 0.640 -5.326
H -2.338 -0.283 -3.547
H -2.388 1.091 -2.436
H -3.125 -0.363 -5.306
H -3.215 1.122 -6.213
C 3.056 -0.286 2.976
O 2.582 0.752 3.326
N 2.530 -1.121 2.081
N 4.083 -0.877 3.492
H 2.883 -2.063 2.001
H 1.708 -0.759 1.618
H 4.459 -1.594 2.887
H 4.739 -0.348 4.048
```

Results
HOMO level (Ha): -0.292
Multiplicity: 1
Charge: 0
Orbital gap (eV): 6.84

Question: charge of number 1 (C15H56N6O13)?
Answer: 0